50
Properties=species:S:1:pos:R:3:forces:R:3 method="wB97M-V/def2-TZVPD" gap_ev=1.68 homo_energy_ev=-6.28 charge=0 total_energy_ev=-315156.57495
N 0.70855 2.52089 -0.41088 0.25 0.24 -0.10
P -0.44203 2.47283 -1.36434 4.79 -1.07 2.71
O -0.14804 1.25973 -2.46404 -1.96 1.08 -0.64
O -0.48077 3.98772 -2.18963 -1.93 -0.29 1.35
O -1.81847 2.25884 -0.50687 -0.33 0.15 -3.11
C -2.80535 1.73525 -1.26452 -5.54 2.04 2.98
O -2.77637 0.67099 -1.85039 1.57 -0.94 -0.49
O -3.93787 2.44659 -1.28487 3.67 -1.96 6.08
F -4.23222 2.77454 -2.72551 -1.57 1.63 -6.48
H 1.38899 1.77631 -0.64324 0.53 0.56 0.69
H 0.46420 1.63696 -3.11672 0.51 -0.42 0.08
H -1.40722 4.34875 -2.12854 0.70 0.46 1.55
C 5.32164 0.92688 -0.33831 0.55 0.29 -1.23
C 3.97135 0.49188 -0.86391 0.21 0.43 1.91
O 3.08096 1.30549 -1.08028 0.03 -0.27 -0.86
C 3.79050 -0.97275 -1.13185 -0.21 -0.33 -0.42
H 5.31508 2.00479 -0.18995 -0.06 0.00 -0.02
H 5.51897 0.44248 0.60939 -0.04 -0.14 -0.05
H 6.10551 0.67525 -1.07001 -0.03 0.07 -0.03
H 3.90681 -1.51602 -0.19643 0.18 0.17 0.08
H 4.52365 -1.31842 -1.86726 0.01 -0.06 0.04
H 2.78592 -1.15328 -1.52961 0.01 0.05 -0.06
C 2.45351 -4.53236 0.85137 1.47 -0.59 1.08
Br 0.98252 -3.43585 0.12481 0.54 -1.07 -1.00
Br 3.88359 -4.67545 -0.41187 -0.32 0.16 0.03
Br 2.99684 -3.88403 2.55368 -0.05 0.22 -0.47
H 2.05684 -5.52802 0.99881 -0.46 0.14 -0.23
C -6.50439 -0.18227 -0.75200 0.04 0.17 -0.24
O -5.21905 -0.81670 -0.68713 0.26 -0.58 0.06
H -7.02906 -0.39270 0.17411 0.12 -0.09 0.05
H -6.38457 0.89624 -0.86097 -0.03 -0.01 0.03
H -7.08080 -0.57882 -1.58989 -0.08 0.02 0.05
H -4.75815 -0.62823 -1.50602 -0.49 0.72 0.21
C 2.56012 -5.39583 6.45255 -0.32 -0.24 0.07
O 1.61801 -5.84798 5.74217 0.05 0.02 0.08
O 3.40477 -4.53422 5.72361 -0.19 -0.14 -0.05
O 2.83054 -5.59142 7.62784 0.09 0.00 0.16
H 2.89991 -4.63118 4.90671 0.27 0.27 -0.25
O -3.02870 4.89037 -3.47472 -1.06 1.03 -0.63
H -3.16414 5.31340 -4.34784 -0.31 0.39 0.39
H -3.93264 4.69902 -3.15892 0.27 -0.54 0.35
Ca -1.23359 3.89547 -4.09486 0.66 -1.20 -3.66
F 3.85312 0.08563 1.36268 -0.92 -0.66 0.23
O -0.37886 0.42521 1.62342 -0.50 -2.31 -1.31
P -1.24313 0.94925 2.77937 0.39 -0.02 -0.47
O -0.65572 2.20409 3.40293 -0.28 -0.02 0.21
O -1.37199 -0.09630 3.88065 -0.23 0.08 0.03
O -2.64822 1.28430 2.29137 -0.09 -0.04 0.20
Ca -0.71690 -1.62824 0.66920 -0.09 3.79 2.36
Na -3.02365 -1.03908 -2.67327 -0.06 -1.22 -1.22

100
Properties=species:S:1:pos:R:3:forces:R:3 method="wB97M-V/def2-TZVPD" gap_ev=9.74 homo_energy_ev=-9.19 charge=0 total_energy_ev=-48159.73839
C 2.11411 -27.16706 11.80320 -1.11 -0.46 0.20
O 3.32505 -26.55223 12.05358 0.68 -0.73 0.08
C 3.13528 -25.56987 13.01189 1.09 0.87 1.28
C 4.49142 -24.88274 13.25294 -1.70 0.33 0.07
C 4.28989 -23.67799 14.15016 -1.11 -0.21 -0.37
N 5.23487 -24.56278 12.06467 0.72 -0.07 0.60
H 1.43345 -26.34963 11.59225 -0.80 -0.21 -0.35
H 1.70395 -27.74555 12.65840 0.36 0.31 -0.15
H 2.18919 -27.84918 10.97108 0.13 -0.07 -0.39
H 2.36177 -24.88033 12.72328 -0.40 0.68 -0.64
H 2.78861 -25.93610 13.99773 0.12 -0.50 -0.33
H 5.02585 -25.58280 13.83010 1.10 -1.06 0.50
H 3.55595 -23.87675 14.96213 0.67 -0.03 -0.32
H 3.85087 -22.88142 13.55026 0.19 0.31 0.04
H 5.25171 -23.41332 14.52675 0.48 0.60 0.48
H 5.32922 -25.38084 11.50544 0.29 -0.75 -0.32
H 4.75778 -23.91822 11.48399 -0.72 1.02 -0.46
C -0.73906 -24.72431 5.70381 -0.24 -0.18 -0.43
O 0.48776 -25.36995 5.47296 0.15 -0.46 0.48
C 0.63578 -26.56433 6.26801 1.62 0.67 -1.13
C 2.14794 -26.96072 6.10367 -2.83 1.22 -2.23
C 2.32159 -27.54491 4.64801 0.58 1.11 1.77
N 2.53423 -27.78248 7.17075 0.15 -1.13 0.43
H -1.59039 -25.28378 5.25316 0.39 0.38 0.28
H -0.68581 -23.71186 5.29706 -0.03 -0.19 -0.19
H -0.86274 -24.63495 6.77058 -0.49 0.09 0.60
H 0.29747 -26.42447 7.29854 0.23 0.15 0.06
H 0.09545 -27.36646 5.80593 -0.92 -0.54 -0.10
H 2.66359 -26.03770 6.06858 0.87 1.06 0.45
H 3.40498 -27.75600 4.59613 -0.64 -0.42 -0.62
H 2.01288 -26.79734 3.92111 0.25 0.12 -0.05
H 1.63406 -28.36264 4.54537 0.15 -0.94 -0.19
H 2.20254 -28.69089 6.86874 -0.06 -0.60 0.75
H 3.52864 -27.87116 7.13025 0.93 -0.23 0.38
C -0.42465 -20.45833 6.54944 -0.28 -0.13 0.59
O -1.44093 -19.47937 6.41561 0.22 -0.17 0.41
C -1.97171 -19.27446 7.73471 0.46 0.37 -0.73
C -3.04053 -18.17966 7.69952 -0.78 -0.68 -0.15
C -3.49414 -17.71153 9.05559 -1.89 -0.22 -0.01
N -4.25109 -18.64408 6.91489 1.12 0.34 0.91
H -0.82147 -21.38053 7.00367 -0.10 0.11 0.13
H 0.36094 -20.09160 7.24414 -0.06 -0.23 -0.63
H -0.07077 -20.76527 5.57813 0.37 0.40 -0.39
H -2.42336 -20.22501 7.99337 -0.35 -0.28 0.61
H -1.09199 -19.12384 8.39944 -0.71 0.36 0.03
H -2.67519 -17.29128 7.22651 0.54 0.24 -0.80
H -4.30041 -18.35706 9.38397 -0.35 -0.32 0.06
H -3.96591 -16.71286 9.04669 0.56 -0.33 -0.14
H -2.79136 -17.81112 9.82707 1.43 0.31 0.95
H -3.97752 -18.52629 5.95951 -0.13 -0.22 -0.73
H -4.36097 -19.65107 7.07094 -0.01 0.41 -0.10
C 6.24446 -27.57568 9.20200 0.16 2.20 -1.29
O 5.42722 -28.64884 8.91458 -1.43 0.04 -0.63
C 5.63128 -29.75356 9.75035 1.47 0.44 -0.28
C 4.56042 -30.79174 9.47029 0.14 -0.03 -0.18
C 4.66141 -31.40416 8.05274 1.06 0.14 0.88
N 3.20443 -30.27991 9.65275 0.02 -2.29 0.54
H 7.26647 -27.94352 9.22376 0.48 0.36 0.15
H 6.02490 -26.95331 10.12037 -0.05 -1.08 -0.53
H 6.11108 -26.84973 8.32098 0.43 -0.95 1.27
H 6.67299 -30.11955 9.55589 -0.65 -0.30 -0.02
H 5.71231 -29.31629 10.74692 -0.66 -0.66 0.66
H 4.68617 -31.53275 10.26173 0.25 -0.44 -0.37
H 4.04962 -32.28107 7.99051 -0.48 -0.41 -0.04
H 5.68088 -31.69086 7.78911 0.11 -0.07 0.16
H 4.35428 -30.69963 7.30564 -0.36 0.50 -0.29
H 2.90066 -30.63353 10.55408 -0.40 0.64 -0.16
H 3.17317 -29.30946 9.59985 -0.15 1.96 -0.03
N 3.16907 -25.29109 9.15857 1.60 0.68 2.43
C 2.75287 -23.98628 9.14106 -0.68 0.33 0.01
N 2.25790 -23.56838 7.95118 0.05 -1.31 -1.81
O 2.82775 -23.21037 10.09714 0.46 -0.56 0.06
H 3.48621 -25.58081 10.09585 -0.04 0.38 -0.53
H 2.67228 -26.04171 8.77264 -1.04 -0.85 -1.38
H 2.19583 -24.26113 7.20346 0.14 0.23 0.39
H 1.51184 -22.91689 7.87032 -0.28 0.82 0.65
C -1.93117 -22.20069 1.38467 -0.09 -0.90 1.25
C -0.65066 -22.47570 2.22901 -0.71 -1.37 -0.18
C 0.05665 -23.78810 1.81054 1.01 0.80 -0.54
O 0.22175 -21.39737 2.13461 1.22 1.31 0.21
H -2.14910 -21.15077 1.46923 -0.15 0.45 -0.23
H -2.81309 -22.75971 1.80018 0.87 0.44 -0.11
H -1.86947 -22.53364 0.36473 0.38 0.17 -0.59
H -1.00766 -22.53705 3.25655 0.01 -0.26 0.29
H 0.65904 -23.59335 0.89268 -0.87 0.07 0.14
H -0.67962 -24.55926 1.58924 0.27 -0.30 0.29
H 0.89603 -24.09049 2.47545 -1.05 -0.11 0.25
H 0.89553 -21.38315 2.85142 -0.88 -0.31 -0.76
C -1.84538 -22.11424 10.42801 1.23 0.63 -1.60
C -0.42467 -22.66883 10.65830 -0.23 -0.54 1.25
C -0.34867 -24.18011 10.36203 -0.67 0.51 -0.54
O 0.45102 -21.98154 9.82249 -1.39 1.37 -1.26
H -2.48707 -22.45306 11.20005 -0.82 -0.37 0.60
H -2.18372 -22.46388 9.42076 0.00 0.17 0.78
H -1.85576 -20.99563 10.38845 0.17 -0.91 0.22
H -0.14854 -22.50945 11.73023 -0.13 0.02 -0.55
H -0.49955 -24.26480 9.28841 -0.20 -0.16 -0.30
H -1.09590 -24.81353 10.84721 0.03 0.27 0.19
H 0.62945 -24.57707 10.53597 0.62 -0.14 0.43
H 1.37648 -22.14953 9.92977 1.12 -0.70 0.83

67
Properties=species:S:1:pos:R:3:forces:R:3 method="wB97M-V/def2-TZVPD" gap_ev=7.30 homo_energy_ev=-10.17 e_above_lowest_ev=0.621 charge=+1 total_energy_ev=-125818.15829
Y 1.16788 1.17426 0.90545 0.04 0.27 0.80
C 0.89537 0.05040 4.09867 0.02 0.01 -0.01
N 1.70403 1.07823 3.42442 -0.04 -0.04 -0.03
C 1.41106 2.39369 4.02809 0.02 -0.06 0.02
C 3.13904 0.75504 3.57478 -0.07 0.00 0.10
C 4.00966 1.45671 2.55026 0.10 0.00 -0.06
N 3.71354 1.02832 1.16919 -0.14 -0.13 -0.09
C 4.32989 1.96442 0.20914 0.02 0.00 0.01
C 4.26571 -0.31382 0.91725 0.03 0.04 -0.01
H 1.17404 -0.04903 5.15379 -0.01 0.00 0.00
H 1.03167 -0.91211 3.60181 -0.01 0.00 0.02
H -0.15840 0.32574 4.05348 0.00 0.00 0.00
H 1.56572 2.35519 5.11205 0.01 0.03 0.00
H 0.38097 2.67943 3.82140 0.00 -0.02 0.03
H 2.05786 3.15942 3.60523 -0.01 0.01 -0.01
H 3.25006 -0.32722 3.48972 0.00 0.01 -0.03
H 3.47486 1.02389 4.58405 0.02 -0.01 -0.01
H 5.06490 1.26360 2.78318 -0.01 0.02 0.01
H 3.86919 2.53749 2.60113 -0.05 -0.01 0.01
H 5.42168 1.95088 0.29988 0.00 0.00 0.00
H 3.96615 2.97181 0.39396 0.02 0.01 -0.02
H 4.06025 1.67605 -0.80672 0.00 0.00 0.00
H 5.35560 -0.30904 1.03305 0.00 -0.02 0.00
H 4.02879 -0.61824 -0.10274 0.00 0.00 0.00
H 3.84108 -1.04349 1.60377 0.01 -0.01 0.00
Br -2.35195 -4.77470 -6.15796 0.05 -0.09 -0.05
C -3.16268 -3.26110 -5.38227 -0.04 0.08 0.09
C -3.24258 -3.16618 -3.99950 -0.01 -0.01 -0.05
C -3.82229 -2.04811 -3.42452 0.05 -0.02 0.01
C -4.32268 -1.04281 -4.23844 -0.23 0.49 0.20
C -4.29614 -1.16844 -5.61594 0.05 -0.08 -0.14
C -3.68886 -2.27247 -6.19808 -0.04 0.04 0.08
N -5.03086 0.10807 -3.69613 0.29 -0.20 0.02
N -4.51065 0.87104 -2.87481 0.35 -0.19 -0.06
C -3.11475 0.75488 -2.48263 -0.56 -0.01 -0.04
C -2.07402 0.78133 -3.36565 0.19 -0.09 0.02
C -0.73911 0.79005 -2.91117 -0.17 0.13 -0.12
C -0.44437 0.79004 -1.57106 0.24 -0.21 0.04
O 0.80359 0.78549 -1.09738 -0.43 -0.03 -0.61
C -1.52719 0.76076 -0.63600 -0.04 -0.17 0.08
N -1.22170 0.69639 0.70342 -0.05 -0.01 -0.30
C -2.20524 0.68761 1.57409 -0.11 -0.04 0.03
C -3.56158 0.73738 1.21249 0.15 -0.02 0.08
C -3.88457 0.77742 -0.11335 0.00 0.01 -0.15
C -2.85889 0.77514 -1.08852 -0.16 -0.01 0.06
H -2.85813 -3.96512 -3.38145 0.01 -0.01 0.01
H -3.89306 -1.96796 -2.34769 -0.01 0.02 0.02
H -4.74773 -0.40140 -6.23116 0.00 0.02 0.00
H -3.64452 -2.37216 -7.27299 0.01 0.00 -0.01
H -2.26916 0.78304 -4.42938 -0.01 0.01 -0.01
H 0.07863 0.80836 -3.61852 0.00 0.00 -0.02
H -1.93032 0.64532 2.62286 -0.01 0.01 0.00
H -4.31911 0.74485 1.98235 -0.01 0.00 0.00
H -4.91633 0.81911 -0.43703 0.00 0.00 0.00
Cl -0.28634 3.70817 1.17691 0.24 -0.28 -0.02
C 1.44615 3.45240 0.58190 0.41 0.83 0.04
H 2.04995 4.14115 1.17755 -0.07 0.04 0.02
H 1.45781 3.82494 -0.44361 -0.08 -0.01 0.01
C 2.15101 -3.53016 1.31645 0.06 -0.09 0.13
Te 1.09380 -2.03922 0.25174 0.11 -0.08 -0.21
C -0.80869 -2.70711 0.89655 -0.11 0.00 0.03
H 1.82908 -4.49955 0.94733 0.02 -0.03 0.03
H 1.96701 -3.45064 2.38455 0.02 -0.03 0.02
H 3.21074 -3.40548 1.10844 0.02 -0.03 0.02
H -0.86001 -2.70083 1.98201 -0.03 -0.02 0.01
H -0.96169 -3.70984 0.50850 -0.04 -0.01 0.03
H -1.55315 -2.03124 0.48381 -0.03 -0.02 -0.01

Repeat the first record exactly.
50
Properties=species:S:1:pos:R:3:forces:R:3 method="wB97M-V/def2-TZVPD" gap_ev=1.68 homo_energy_ev=-6.28 charge=0 total_energy_ev=-315156.57495
N 0.70855 2.52089 -0.41088 0.25 0.24 -0.10
P -0.44203 2.47283 -1.36434 4.79 -1.07 2.71
O -0.14804 1.25973 -2.46404 -1.96 1.08 -0.64
O -0.48077 3.98772 -2.18963 -1.93 -0.29 1.35
O -1.81847 2.25884 -0.50687 -0.33 0.15 -3.11
C -2.80535 1.73525 -1.26452 -5.54 2.04 2.98
O -2.77637 0.67099 -1.85039 1.57 -0.94 -0.49
O -3.93787 2.44659 -1.28487 3.67 -1.96 6.08
F -4.23222 2.77454 -2.72551 -1.57 1.63 -6.48
H 1.38899 1.77631 -0.64324 0.53 0.56 0.69
H 0.46420 1.63696 -3.11672 0.51 -0.42 0.08
H -1.40722 4.34875 -2.12854 0.70 0.46 1.55
C 5.32164 0.92688 -0.33831 0.55 0.29 -1.23
C 3.97135 0.49188 -0.86391 0.21 0.43 1.91
O 3.08096 1.30549 -1.08028 0.03 -0.27 -0.86
C 3.79050 -0.97275 -1.13185 -0.21 -0.33 -0.42
H 5.31508 2.00479 -0.18995 -0.06 0.00 -0.02
H 5.51897 0.44248 0.60939 -0.04 -0.14 -0.05
H 6.10551 0.67525 -1.07001 -0.03 0.07 -0.03
H 3.90681 -1.51602 -0.19643 0.18 0.17 0.08
H 4.52365 -1.31842 -1.86726 0.01 -0.06 0.04
H 2.78592 -1.15328 -1.52961 0.01 0.05 -0.06
C 2.45351 -4.53236 0.85137 1.47 -0.59 1.08
Br 0.98252 -3.43585 0.12481 0.54 -1.07 -1.00
Br 3.88359 -4.67545 -0.41187 -0.32 0.16 0.03
Br 2.99684 -3.88403 2.55368 -0.05 0.22 -0.47
H 2.05684 -5.52802 0.99881 -0.46 0.14 -0.23
C -6.50439 -0.18227 -0.75200 0.04 0.17 -0.24
O -5.21905 -0.81670 -0.68713 0.26 -0.58 0.06
H -7.02906 -0.39270 0.17411 0.12 -0.09 0.05
H -6.38457 0.89624 -0.86097 -0.03 -0.01 0.03
H -7.08080 -0.57882 -1.58989 -0.08 0.02 0.05
H -4.75815 -0.62823 -1.50602 -0.49 0.72 0.21
C 2.56012 -5.39583 6.45255 -0.32 -0.24 0.07
O 1.61801 -5.84798 5.74217 0.05 0.02 0.08
O 3.40477 -4.53422 5.72361 -0.19 -0.14 -0.05
O 2.83054 -5.59142 7.62784 0.09 0.00 0.16
H 2.89991 -4.63118 4.90671 0.27 0.27 -0.25
O -3.02870 4.89037 -3.47472 -1.06 1.03 -0.63
H -3.16414 5.31340 -4.34784 -0.31 0.39 0.39
H -3.93264 4.69902 -3.15892 0.27 -0.54 0.35
Ca -1.23359 3.89547 -4.09486 0.66 -1.20 -3.66
F 3.85312 0.08563 1.36268 -0.92 -0.66 0.23
O -0.37886 0.42521 1.62342 -0.50 -2.31 -1.31
P -1.24313 0.94925 2.77937 0.39 -0.02 -0.47
O -0.65572 2.20409 3.40293 -0.28 -0.02 0.21
O -1.37199 -0.09630 3.88065 -0.23 0.08 0.03
O -2.64822 1.28430 2.29137 -0.09 -0.04 0.20
Ca -0.71690 -1.62824 0.66920 -0.09 3.79 2.36
Na -3.02365 -1.03908 -2.67327 -0.06 -1.22 -1.22